1.
A structure of composition C8H22CoCsO7 in a non-equilibrium geometry, computed with ωB97M-V/def2-TZVPD.

Properties
HOMO level (alpha / beta) ... -11.503 / -11.502 eV
⟨S²⟩ ... 3.7583
Net charge ... +1
HOMO-LUMO gap (alpha / beta) ... 5.0 / 4.9 eV
Multiplicity ... 4
Lowest unoccupied orbital energy (alpha / beta) ... -6.54 / -6.61 eV

Geometry (Å):
Cs: 0.720 -0.344 4.012
Co: -3.554 -0.257 3.465
O: -1.586 -0.567 0.368
O: 0.348 2.367 2.707
O: -1.684 0.124 2.501
O: -3.158 -2.570 -0.910
O: -3.517 -0.320 1.456
O: 1.370 -0.469 0.772
O: -0.092 1.731 -1.130
C: -2.216 -0.240 1.373
C: 3.390 -1.252 -0.219
C: -2.604 -3.303 -1.983
C: -1.069 -3.385 -1.903
C: 1.262 2.144 -1.267
C: -0.434 3.379 3.306
C: 1.876 -1.313 -0.289
C: 1.375 3.203 -2.355
H: 0.212 4.176 3.657
H: -2.554 -1.943 -0.477
H: 3.713 -1.383 0.819
H: 0.400 -0.551 0.750
H: -2.923 -2.825 -2.911
H: 0.427 3.675 -2.617
H: 1.544 -0.890 -1.239
H: 1.604 2.663 -3.280
H: 2.008 1.361 -1.422
H: 3.827 -0.299 -0.507
H: -1.149 3.773 2.577
H: -1.042 2.981 4.132
H: 1.482 -2.318 -0.177
H: 3.816 -2.078 -0.787
H: 2.106 3.968 -2.112
H: -2.990 -4.321 -1.923
H: -0.186 0.954 -0.571
H: -0.620 -2.668 -2.595
H: -0.692 -4.344 -2.264
H: -0.177 1.714 2.235
H: -0.728 -3.198 -0.888
H: 1.496 2.625 -0.302



2.
A structure of composition C8H22CuO6 in a non-equilibrium geometry, computed with ωB97M-V/def2-TZVPD.

Properties
ΔE to the lowest compared entry with this formula, charge and spin ... 483.1 kJ/mol
HOMO level (alpha / beta) ... -6.023 / -5.361 eV
⟨S²⟩ ... 0.8241
Net charge ... 0
HOMO-LUMO gap (alpha / beta) ... 5.6 / 4.3 eV
Multiplicity ... 2
Lowest unoccupied orbital energy (alpha / beta) ... -0.47 / -1.09 eV

Geometry (Å):
Cu: 0.223 -0.022 -0.514
O: -1.041 -2.109 -2.208
O: 2.196 1.001 -2.638
O: -1.106 -1.199 2.798
O: 1.452 -2.632 -0.991
O: -1.723 2.716 -0.170
O: 3.150 1.270 -0.090
C: 0.656 -3.679 -1.451
C: -2.976 -1.957 4.273
C: -2.642 4.138 1.531
C: -1.408 3.650 0.837
C: -0.099 -3.158 -2.759
C: -2.386 -1.772 2.944
C: 4.096 1.429 -1.174
C: 3.332 1.736 -2.487
H: -0.569 -3.989 -3.285
H: -2.914 -1.031 4.844
H: -2.228 4.584 2.435
H: 3.737 1.422 0.654
H: 2.976 2.764 -2.416
H: -2.264 -2.658 2.321
H: -0.660 3.319 1.557
H: -1.940 -2.348 -2.445
H: -3.171 4.923 0.991
H: -2.420 -2.613 4.942
H: 0.545 -2.865 -3.589
H: -0.866 4.499 0.421
H: -3.498 3.473 1.639
H: 4.835 0.629 -1.130
H: 1.744 1.214 -3.458
H: 1.327 -4.481 -1.760
H: 2.320 -2.899 -1.301
H: -0.107 -4.076 -0.782
H: 3.914 1.697 -3.408
H: -3.079 -1.094 2.445
H: 4.630 2.336 -0.891
H: -4.033 -2.220 4.319



3.
A cluster of 3 separate species, C8H22FO2S in total in a non-equilibrium geometry, computed with ωB97M-V/def2-TZVPD.

Properties
HOMO level ... -13.077 eV
Net charge ... +1
HOMO-LUMO gap ... 9.6 eV
Lowest unoccupied orbital energy ... -3.44 eV

Geometry (Å):
S: -1.797 1.304 3.657
F: 1.043 1.635 4.543
O: 1.007 -0.093 -1.512
O: -0.749 -0.808 1.263
C: -0.999 -2.168 0.845
C: 2.029 -0.092 -3.708
C: 1.410 0.749 -2.606
C: -0.603 2.563 3.127
C: -1.742 -2.176 -0.478
C: 0.316 -2.922 0.769
C: 0.775 1.920 3.226
C: 0.226 1.554 -3.113
H: 0.976 -2.460 0.030
H: -1.632 -2.608 1.617
H: -1.961 -3.190 -0.808
H: 2.373 0.532 -4.532
H: -1.149 -1.687 -1.251
H: -1.922 0.543 2.531
H: 1.296 -0.803 -4.100
H: 0.347 -0.704 -1.858
H: 2.875 -0.663 -3.327
H: -0.208 2.153 -2.311
H: -0.554 0.887 -3.490
H: -2.982 1.918 3.820
H: -0.177 -0.397 0.597
H: -0.788 2.844 2.091
H: 1.514 2.615 2.826
H: 0.153 -3.961 0.485
H: 0.522 2.223 -3.921
H: 0.800 0.981 2.666
H: -2.683 -1.629 -0.406
H: 2.162 1.421 -2.191
H: 0.828 -2.901 1.731
H: -0.705 3.421 3.789



4.
A structure of composition C8H22IMgN2O2 in a non-equilibrium geometry, computed with ωB97M-V/def2-TZVPD.

Properties
HOMO level (alpha / beta) ... -7.521 / -9.081 eV
⟨S²⟩ ... 0.7516
Net charge ... 0
HOMO-LUMO gap (alpha / beta) ... 7.3 / 7.2 eV
Multiplicity ... 2
Lowest unoccupied orbital energy (alpha / beta) ... -0.18 / -1.91 eV

Geometry (Å):
I: 0.328 -3.925 1.516
Mg: -0.144 -5.964 3.080
O: 2.029 1.396 -1.444
O: -2.210 1.810 -0.276
N: 3.251 -1.906 -0.162
N: -1.638 -0.761 2.381
C: 2.852 -0.936 -1.209
C: 2.454 0.338 -0.542
C: -2.049 1.277 1.040
C: -1.697 -0.233 1.018
C: 1.725 -1.587 -2.081
C: 1.476 2.527 -0.848
C: -2.801 -1.030 0.370
C: -2.158 3.197 -0.218
H: 1.632 0.097 0.132
H: -2.058 3.630 -1.213
H: 0.795 -1.682 -1.521
H: -1.216 1.825 1.481
H: -1.529 -1.751 2.211
H: -1.208 3.487 0.229
H: -0.782 -0.376 0.444
H: -3.058 3.522 0.304
H: 3.663 -2.652 -0.705
H: 2.152 3.035 -0.161
H: 3.307 0.680 0.045
H: -2.582 -0.726 2.738
H: -3.000 -0.476 -0.547
H: 2.138 -2.537 -2.420
H: 1.223 3.190 -1.676
H: -2.598 -2.076 0.141
H: -3.654 -1.007 1.049
H: 1.538 -0.919 -2.922
H: 3.716 -0.710 -1.833
H: -2.909 1.391 1.700
H: 0.538 2.228 -0.380
H: 2.474 -2.373 0.283



5.
A structure of composition C8H22KN2O2 in a non-equilibrium geometry, computed with ωB97M-V/def2-TZVPD.

Properties
ΔE to the lowest compared entry with this formula, charge and spin ... 73.8 kJ/mol
HOMO level ... -12.809 eV
Net charge ... +1
HOMO-LUMO gap ... 10.0 eV
Lowest unoccupied orbital energy ... -2.80 eV

Geometry (Å):
K: -0.227 -0.391 -1.363
O: -0.234 -1.481 0.972
O: 1.252 1.816 -0.461
N: -0.089 -3.230 -1.457
N: -1.665 1.898 -0.284
C: 1.835 -3.382 -0.045
C: -0.445 -2.915 0.972
C: 0.363 -3.594 -0.125
C: -0.901 2.771 -1.067
C: 2.192 1.597 0.541
C: 0.468 3.025 -0.321
C: -1.664 4.078 -1.270
C: -0.869 -0.870 2.006
H: -0.540 0.157 1.848
H: -2.549 1.682 -0.723
H: -1.165 4.631 -2.066
H: -0.186 -3.434 1.894
H: 2.792 0.700 0.393
H: 2.149 -2.399 -0.396
H: 0.293 3.299 0.719
H: -1.490 -3.064 0.699
H: -2.712 3.923 -1.524
H: -1.593 4.684 -0.368
H: -0.689 -1.299 2.992
H: 0.082 -4.622 0.102
H: 1.895 1.644 1.589
H: 1.000 3.913 -0.664
H: 2.237 -3.507 0.960
H: -1.925 -1.006 1.774
H: 0.395 -3.900 -2.037
H: -1.055 -3.521 -1.513
H: -0.511 2.365 -2.000
H: 2.275 -4.092 -0.746
H: 3.009 2.279 0.309
H: -1.726 2.248 0.661



6.
A structure of composition C8H22N2O2Rb, computed with ωB97M-V/def2-TZVPD.

Properties
ΔE to the lowest compared entry with this formula, charge and spin ... 50.2 kJ/mol
HOMO level ... -12.627 eV
Net charge ... +1
HOMO-LUMO gap ... 9.5 eV
Lowest unoccupied orbital energy ... -3.15 eV

Geometry (Å):
Rb: -0.810 -2.841 0.602
O: -2.105 -0.655 -0.316
O: 3.971 -0.616 -1.535
N: 1.836 -1.636 -0.067
N: -2.284 0.172 2.305
C: -3.170 0.255 -0.003
C: -3.500 0.102 1.471
C: 3.394 0.218 -0.559
C: 1.948 -0.190 -0.396
C: 5.220 -0.154 -1.996
C: 1.268 0.635 0.675
C: -1.607 -0.480 -1.629
C: -4.518 1.139 1.903
H: 5.634 -0.907 -2.663
H: 2.376 -1.774 0.786
H: 3.921 0.118 0.401
H: -5.388 1.137 1.240
H: -1.567 -0.286 1.754
H: 1.451 -0.047 -1.357
H: -2.001 1.146 2.369
H: 0.191 0.443 0.679
H: -1.022 -1.364 -1.893
H: 5.106 0.777 -2.561
H: -0.972 0.410 -1.691
H: -3.950 -0.889 1.597
H: 2.366 -2.119 -0.790
H: 1.415 1.705 0.526
H: -4.855 0.944 2.917
H: -2.844 1.280 -0.230
H: -4.105 2.150 1.848
H: 5.915 -0.003 -1.165
H: 1.664 0.395 1.666
H: -2.397 -0.366 -2.376
H: -4.024 0.028 -0.649
H: 3.443 1.273 -0.863



7.
A cluster of 2 separate species, C8H22N3 in total in a non-equilibrium geometry, computed with ωB97M-V/def2-TZVPD.

Properties
ΔE to the lowest compared entry with this formula, charge and spin ... 452.7 kJ/mol
HOMO level ... -11.401 eV
Net charge ... +1
HOMO-LUMO gap ... 9.1 eV
Lowest unoccupied orbital energy ... -2.27 eV

Geometry (Å):
N: 1.964 -2.000 -0.062
N: 2.800 0.113 0.377
N: -1.812 -0.266 0.168
C: 2.637 1.458 0.861
C: -2.200 1.590 -1.530
C: 1.769 -0.729 0.324
C: -1.336 -1.292 -0.775
C: -3.279 -0.213 0.245
C: -1.457 1.050 -0.391
C: 4.022 -0.213 -0.289
C: -1.189 -0.463 1.492
H: -3.485 -0.866 1.070
H: 1.921 1.615 1.768
H: 2.358 2.236 0.111
H: 2.956 -2.212 -0.159
H: 3.835 -0.109 -1.386
H: -3.290 1.557 -1.431
H: -0.242 -1.095 -0.864
H: -3.706 -0.775 -0.656
H: -1.778 2.561 -1.493
H: 4.191 -1.292 -0.173
H: 1.264 -2.653 0.208
H: -1.482 -2.257 -0.400
H: 4.864 0.346 0.249
H: -1.926 -1.154 -1.708
H: -1.594 1.842 0.418
H: -0.316 1.070 -0.509
H: 3.561 1.806 1.346
H: -1.978 1.129 -2.562
H: -1.580 -1.496 1.902
H: -0.075 -0.400 1.286
H: -3.749 0.858 0.433
H: -1.667 0.254 2.129



8.
A cluster of 2 separate species, C8H22NO in total in a non-equilibrium geometry, computed with ωB97M-V/def2-TZVPD.

Properties
HOMO level ... -13.629 eV
Net charge ... +1
HOMO-LUMO gap ... 9.7 eV
Lowest unoccupied orbital energy ... -3.94 eV

Geometry (Å):
O: -4.338 1.555 -2.190
N: -0.780 1.665 -1.885
C: -3.220 2.374 -1.988
C: 2.770 -0.788 0.787
C: -0.622 0.127 2.120
C: 2.176 -1.278 2.107
C: 0.820 -1.975 1.990
C: -0.281 -1.139 1.340
C: -1.962 1.969 -2.804
C: 3.055 -1.912 -0.205
H: 0.001 2.296 -2.048
H: 0.231 0.806 2.182
H: -1.653 2.830 -3.403
H: 2.108 -0.047 0.323
H: 2.142 -2.434 -0.499
H: -4.084 0.660 -2.402
H: 0.933 -2.904 1.426
H: -1.038 1.722 -0.898
H: 0.493 -2.271 2.991
H: -1.182 -1.753 1.262
H: -2.105 1.122 -3.477
H: 2.879 -1.971 2.577
H: -1.442 0.666 1.632
H: 2.093 -0.429 2.792
H: 3.706 -0.267 1.003
H: 0.000 -0.875 0.311
H: -0.941 -0.116 3.134
H: -3.008 2.437 -0.904
H: -0.487 0.709 -2.083
H: 3.513 -1.513 -1.112
H: -3.520 3.378 -2.301
H: 3.743 -2.642 0.223



9.
A cluster of 6 separate species, C8H22O5 in total in a non-equilibrium geometry, computed with ωB97M-V/def2-TZVPD.

Properties
ΔE to the lowest compared entry with this formula, charge and spin ... 0.0 kJ/mol
HOMO level (alpha / beta) ... -13.067 / -13.074 eV
⟨S²⟩ ... 0.7756
Net charge ... +1
HOMO-LUMO gap (alpha / beta) ... 8.5 / 5.7 eV
Multiplicity ... 2
Lowest unoccupied orbital energy (alpha / beta) ... -4.54 / -7.41 eV

Geometry (Å):
O: -0.565 2.769 -1.046
O: 1.283 1.429 -2.610
O: -2.724 1.173 -0.443
O: 2.628 -0.390 -1.099
O: 1.740 -2.897 1.443
C: -0.303 -2.075 -1.077
C: -0.013 0.012 1.105
C: 0.251 0.827 2.175
C: 1.863 2.345 1.105
C: -0.905 -1.164 1.207
C: -1.392 -1.769 -0.070
C: -2.649 -2.104 -0.338
C: 0.871 2.090 2.002
H: 3.434 0.080 -0.862
H: -3.473 1.171 0.156
H: 2.296 3.322 0.926
H: -2.858 -2.539 -1.306
H: 2.184 0.184 -1.765
H: -0.120 0.616 3.173
H: 0.481 -1.326 -1.120
H: 2.374 -3.345 0.856
H: -3.462 -2.034 0.376
H: -0.387 -1.899 1.855
H: 0.648 1.285 -3.311
H: 0.425 0.183 0.125
H: -0.700 -2.156 -2.090
H: 2.070 -2.004 1.254
H: 0.543 2.911 2.634
H: 0.117 -3.052 -0.837
H: -1.744 -0.926 1.879
H: 0.769 1.927 -1.947
H: 2.276 1.595 0.437
H: -1.128 2.070 -0.635
H: -1.289 3.366 -1.283
H: -2.540 0.326 -0.868



10.
A structure of composition C8H23BaNO9P in a non-equilibrium geometry, computed with ωB97M-V/def2-TZVPD.

Properties
ΔE to the lowest compared entry with this formula, charge and spin ... 929.5 kJ/mol
HOMO level ... -1.897 eV
Net charge ... -1
HOMO-LUMO gap ... 2.2 eV
Lowest unoccupied orbital energy ... 0.34 eV

Geometry (Å):
Ba: 1.107 0.836 -1.817
P: 5.752 -1.237 -4.121
O: 4.455 -1.294 -4.910
O: 1.516 5.486 -0.145
O: 5.718 0.024 -3.250
O: -0.056 -5.684 -4.590
O: 0.144 -0.291 3.112
O: 5.856 -2.508 -3.196
O: 0.728 -4.758 -1.980
O: -0.987 5.534 -1.554
O: 7.052 -0.935 -4.856
N: -2.485 -0.157 1.835
C: 0.476 6.479 0.141
C: -0.298 -5.783 -2.222
C: -0.341 6.690 -1.186
C: -2.274 0.075 3.221
C: -1.049 -5.647 -3.563
C: 0.796 0.619 4.033
C: -1.062 -0.825 3.691
C: -3.725 -0.257 3.792
H: 1.274 0.118 4.875
H: -3.163 0.483 1.446
H: -1.044 -1.894 3.477
H: -1.713 5.762 -2.140
H: 0.954 7.423 0.403
H: -1.079 -5.787 -1.462
H: -2.068 1.123 3.440
H: -1.176 7.353 -0.959
H: -3.735 -1.292 4.134
H: -0.911 -0.776 4.769
H: 0.138 -6.782 -2.217
H: 0.237 -6.597 -4.546
H: 0.161 1.455 4.324
H: -1.704 -6.484 -3.803
H: -1.623 -4.721 -3.545
H: 1.585 0.879 3.327
H: 1.538 -4.875 -2.481
H: -2.885 -1.082 1.775
H: -4.590 -0.208 3.129
H: -3.975 0.234 4.733
H: 2.322 6.007 -0.123
H: 0.185 7.121 -2.038
H: -0.049 6.175 1.047



11.
The ion C8H23N4 with charge +1 in a non-equilibrium geometry, computed with ωB97M-V/def2-TZVPD.

Properties
ΔE to the lowest compared entry with this formula, charge and spin ... 123.4 kJ/mol
HOMO level ... -12.715 eV
Net charge ... +1
HOMO-LUMO gap ... 9.8 eV
Structure (SMILES) ... CCNN(C(C)C)N(C)[C@H](C)[NH3+]
Lowest unoccupied orbital energy ... -2.88 eV

Geometry (Å):
N: -0.779 1.062 -0.440
N: 1.153 -0.247 0.137
N: 0.427 -1.000 2.299
N: -0.314 -0.240 -0.137
C: 2.656 0.142 2.139
C: -0.551 -2.672 -0.486
C: -1.968 1.493 0.193
C: 1.950 0.603 -0.732
C: -2.547 2.700 -0.497
C: -0.217 -0.991 -2.554
C: 1.171 0.118 1.575
C: -0.713 -1.220 -1.091
H: 1.036 -1.867 2.330
H: -0.292 0.145 -2.784
H: -0.988 -1.464 -3.203
H: -1.702 3.454 -0.744
H: 0.500 0.964 1.690
H: -0.960 -2.888 0.449
H: 3.201 0.810 1.571
H: 0.733 -1.281 -2.861
H: 2.613 0.327 3.248
H: 1.222 0.699 -1.559
H: -1.629 1.748 1.146
H: -1.796 -1.022 -1.080
H: 0.344 -0.635 3.297
H: -0.369 -0.970 1.605
H: -0.967 -3.419 -1.106
H: -3.212 3.096 0.245
H: 2.930 0.136 -0.964
H: -3.150 2.700 -1.369
H: 3.202 -0.789 1.944
H: -2.692 0.671 0.193
H: 2.082 1.652 -0.439
H: 0.442 -3.033 -0.519
H: -0.815 1.218 -1.497



12.
A cluster of 6 separate species, C8H23N5O13S in total in a non-equilibrium geometry, computed with ωB97M-V/def2-TZVPD.

Properties
ΔE to the lowest compared entry with this formula, charge and spin ... 0.0 kJ/mol
HOMO level ... -10.659 eV
Net charge ... 0
HOMO-LUMO gap ... 9.7 eV
Structure (SMILES) ... CCOS(C)(=O)=O.C[N+](=O)[O-].C[N+](=O)[O-].C[N+](=O)[O-].C[N+](=O)[O-].C[N+](=O)[O-]
Lowest unoccupied orbital energy ... -0.93 eV

Geometry (Å):
S: -0.593 -6.478 3.612
O: -4.621 -1.304 0.058
O: -0.445 -5.835 4.927
O: 0.252 5.693 -0.317
O: 2.941 1.773 -0.441
O: -0.694 -0.884 0.035
O: -2.894 3.760 -3.860
O: -4.573 0.789 0.512
O: -0.629 -7.898 3.324
O: 3.403 3.753 -1.089
O: -1.394 2.417 -2.917
O: -0.163 3.582 0.047
O: 0.985 -1.859 -0.927
O: 0.565 -5.883 2.657
N: -4.363 -0.157 -0.235
N: 3.728 2.550 -0.912
N: 0.470 4.590 0.183
N: -1.835 3.554 -3.324
N: 0.246 -0.920 -0.758
C: 0.971 -4.453 2.780
C: -2.049 -5.665 2.813
C: 5.122 2.229 -1.218
C: -0.810 4.708 -3.206
C: 1.580 4.503 1.222
C: -3.536 0.045 -1.477
C: 0.433 0.251 -1.650
C: 0.388 -3.813 1.495
H: 1.996 -4.393 3.146
H: -3.994 -0.266 -2.416
H: 5.183 1.203 -1.580
H: -3.436 1.130 -1.506
H: -1.951 -4.585 2.924
H: 0.734 1.057 -0.981
H: -0.732 5.256 -4.145
H: -2.900 -6.013 3.399
H: -0.577 0.321 -2.053
H: 5.357 2.921 -2.027
H: 1.183 0.019 -2.406
H: 1.068 4.823 2.129
H: -2.127 -5.956 1.765
H: 1.928 3.486 1.400
H: 2.375 5.219 1.014
H: 0.378 -2.726 1.580
H: 0.415 -4.017 3.610
H: -2.554 -0.385 -1.281
H: 1.043 -4.053 0.657
H: -0.567 -4.232 1.179
H: -1.196 5.340 -2.406
H: 5.694 2.461 -0.319
H: 0.199 4.343 -3.015



13.
A structure of composition C8H23NbO5PS3 in a non-equilibrium geometry, computed with ωB97M-V/def2-TZVPD.

Properties
HOMO level ... -4.411 eV
Net charge ... -1
HOMO-LUMO gap ... 6.6 eV
Lowest unoccupied orbital energy ... 2.17 eV

Geometry (Å):
Nb: 0.135 -3.055 -0.391
S: -2.757 -0.263 3.157
S: 1.990 0.722 -4.176
S: 0.242 -3.328 -2.910
P: -0.790 -0.662 -0.551
O: -1.957 -1.371 3.612
O: 0.996 -0.309 -4.015
O: -3.197 -0.145 1.788
O: 0.386 0.347 -0.741
O: 1.791 1.847 -5.064
C: 2.456 1.332 -2.562
C: -4.182 -0.079 4.232
C: -3.958 1.216 5.020
C: 3.557 -0.040 -4.568
C: -3.092 2.137 4.153
C: 4.562 0.704 -3.697
C: 3.891 0.851 -2.325
C: -1.959 1.265 3.625
H: 1.822 -2.307 -0.330
H: -4.907 1.685 5.284
H: 0.621 -2.138 -3.465
H: 5.509 0.166 -3.631
H: 0.925 -4.704 -0.181
H: -3.685 2.524 3.319
H: -1.239 1.035 4.411
H: -1.449 1.692 2.763
H: -5.069 -0.018 3.604
H: -1.542 -3.790 -0.478
H: -0.011 -2.973 1.433
H: -3.432 0.995 5.952
H: 2.395 2.420 -2.586
H: -4.250 -0.946 4.886
H: 3.874 -0.119 -1.822
H: 4.764 1.693 -4.119
H: 1.760 0.935 -1.814
H: -1.751 -0.488 -1.605
H: -2.712 2.988 4.719
H: 3.494 -1.092 -4.285
H: 3.755 0.050 -5.634
H: -1.418 -0.324 0.674
H: 4.435 1.544 -1.682